(1)
Here is a cluster of 12 separate species, C52H135N7O19 in total in a non-equilibrium geometry from OMol25. Energies are from ωB97M-V/def2-TZVPD.

Geometry (Å):
C -3.60061 1.79197 -5.64638
O -2.31458 2.11005 -5.04999
C -1.65170 3.24016 -5.57182
C -1.20095 3.06462 -7.03457
N -0.74030 4.34690 -7.54491
C -0.08679 4.25548 -8.90143
C 1.31379 3.59359 -8.99804
O 1.70596 3.39020 -10.33559
C 2.26221 4.57860 -10.82991
H -4.28427 2.63199 -5.52358
H -3.95480 0.90093 -5.12801
H -3.48976 1.49570 -6.68947
H -0.73778 3.36511 -4.99108
H -2.25355 4.13925 -5.43943
H -2.07378 2.84520 -7.64951
H -0.52653 2.21899 -7.16924
H 0.04512 4.59427 -6.96009
H -0.01992 5.26533 -9.30621
H -0.73331 3.87304 -9.69128
H 1.19441 2.60154 -8.56251
H 2.02875 4.15214 -8.39393
H 1.79021 5.49962 -10.48777
H 2.34453 4.59798 -11.91661
H 3.27983 4.64112 -10.44438
C 2.43762 -0.28827 4.33270
O 1.79672 -0.21460 5.61117
C 1.07587 1.00912 5.85117
C 0.28007 1.09147 7.16310
N 1.07709 1.83042 8.20249
C 2.38016 1.25858 8.57146
C 2.98805 1.86079 9.84849
O 2.14343 1.40821 10.92990
C 2.76453 1.34062 12.22906
H 1.71289 -0.22419 3.52107
H 2.91415 -1.26854 4.32273
H 3.23268 0.45078 4.23384
H 0.35420 1.05010 5.03532
H 1.67271 1.89062 5.61702
H 0.00797 0.07551 7.44925
H -0.69800 1.52872 6.96238
H 0.52217 1.85498 9.04603
H 3.17978 1.19393 7.83356
H 2.12471 0.20958 8.72132
H 2.98251 2.95068 9.86322
H 4.02478 1.53433 9.93047
H 2.00267 0.96484 12.91203
H 3.20072 2.29731 12.51643
H 3.54989 0.58647 12.17824
C 5.98784 -3.34969 -1.38250
O 5.44203 -4.28780 -0.51901
C 4.18442 -4.73167 -0.96040
C 3.68101 -5.80619 0.07573
N 3.17361 -5.13062 1.25171
C 2.59025 -5.97981 2.30535
C 2.89255 -5.26155 3.61534
O 4.28849 -5.26762 4.01580
C 4.67130 -4.76577 5.27387
H 7.01011 -3.09209 -1.10552
H 5.36484 -2.45720 -1.32398
H 5.96639 -3.70885 -2.41140
H 4.35744 -5.14216 -1.95521
H 3.45973 -3.91749 -0.96801
H 4.46813 -6.51766 0.32540
H 2.88873 -6.37784 -0.40760
H 3.98536 -4.68012 1.64950
H 2.97009 -7.00032 2.25656
H 1.50174 -5.98266 2.24821
H 2.38246 -5.87215 4.36036
H 2.36302 -4.30965 3.65529
H 5.73740 -4.90884 5.45014
H 4.09841 -5.25282 6.06297
H 4.43495 -3.70262 5.31808
C 1.21857 -6.23618 -5.81037
O 1.32441 -5.02673 -5.10482
C 2.21376 -4.04448 -5.57660
C 2.01869 -2.83058 -4.63697
N 0.65197 -2.33171 -4.85585
C 0.08854 -1.44395 -3.78885
C -1.42739 -1.15925 -4.17168
O -2.38375 -2.22966 -4.12465
C -2.51994 -2.71937 -2.80138
H 0.37664 -6.81706 -5.43376
H 2.05245 -6.92194 -5.66044
H 1.07066 -6.09770 -6.88137
H 2.11528 -3.80534 -6.63548
H 3.25312 -4.37114 -5.61033
H 2.70264 -1.98306 -4.68197
H 2.07593 -3.26675 -3.63969
H 0.05117 -3.09311 -5.13762
H 0.61498 -0.48987 -3.76283
H 0.16011 -1.87745 -2.79133
H -1.35052 -0.74191 -5.17568
H -1.83455 -0.40456 -3.49881
H -3.06336 -1.96915 -2.22697
H -1.59913 -3.00307 -2.29175
H -3.05316 -3.65340 -2.97852
C -1.95211 5.22663 -0.29423
O -1.58659 3.91729 -0.76558
C -2.65492 3.11856 -1.26783
C -2.14987 1.92350 -2.03488
N -2.00870 0.71601 -1.18575
C -0.99858 0.85839 -0.13301
C -0.70753 -0.53060 0.49081
O 0.03333 -1.29969 -0.42130
C 0.53336 -2.51886 0.17433
H -2.49839 5.01463 0.62487
H -2.55413 5.78705 -1.00949
H -1.06064 5.78704 -0.01260
H -3.14713 3.74589 -2.01098
H -3.24853 2.74984 -0.43129
H -1.20490 2.26966 -2.45357
H -2.78282 1.65465 -2.88057
H -1.77856 -0.07713 -1.76717
H -1.41505 1.62645 0.51871
H -0.09351 1.33425 -0.51049
H -1.59455 -1.07752 0.81049
H -0.11732 -0.32587 1.38403
H 1.16088 -3.02948 -0.55615
H -0.25136 -3.22893 0.43535
H 1.24398 -2.33997 0.98124
C -4.12305 -4.78338 6.35173
O -4.06202 -3.91844 5.23870
C -5.28218 -3.91202 4.50449
C -5.11665 -3.09362 3.20028
N -5.00696 -1.62566 3.36795
C -4.81389 -0.91083 2.10091
C -4.44421 0.53456 2.45391
O -3.18340 0.61489 2.96802
C -2.65820 1.90943 3.19493
H -3.23909 -4.63204 6.97126
H -4.24711 -5.83113 6.07802
H -4.93974 -4.57632 7.04329
H -6.10338 -3.58299 5.14125
H -5.56572 -4.93848 4.27190
H -5.91841 -3.30801 2.49365
H -4.16075 -3.36729 2.75370
H -4.17326 -1.46581 3.91521
H -5.67356 -0.95227 1.43208
H -4.04105 -1.46159 1.56473
H -5.15033 1.08717 3.07367
H -4.37315 1.06019 1.50166
H -3.24057 2.45312 3.93881
H -2.54054 2.51465 2.29606
H -1.65901 1.85699 3.62735
C 4.63679 4.74894 -0.91274
O 3.72202 5.50708 -1.64538
C 2.31242 5.14687 -1.60899
C 1.97877 3.74496 -2.11507
N 2.39068 3.60464 -3.50803
C 1.95221 2.31340 -4.04868
C 2.71576 1.10764 -3.45502
O 2.06592 0.73014 -2.21942
C 2.76832 -0.29128 -1.56610
H 4.69915 3.76087 -1.36874
H 4.37885 4.65058 0.14172
H 5.66050 5.11935 -0.96679
H 1.75586 5.81214 -2.26911
H 1.89620 5.31692 -0.61604
H 0.92905 3.51754 -1.92941
H 2.55331 3.09322 -1.45688
H 3.39236 3.68984 -3.60544
H 2.13261 2.23022 -5.12042
H 0.88162 2.19545 -3.88129
H 3.77418 1.32478 -3.31113
H 2.71693 0.25870 -4.13869
H 3.79974 -0.00223 -1.36429
H 2.78180 -1.19337 -2.17779
H 2.37444 -0.28195 -0.54980
C 0.14546 -5.72532 -1.90832
C -0.28071 -6.28369 -0.52632
O -1.28069 -7.26503 -0.76897
H 0.67863 -6.46538 -2.50510
H 0.78000 -4.84432 -1.81198
H -0.73174 -5.47326 -2.50422
H -0.74379 -5.51825 0.09638
H 0.55250 -6.71920 0.02519
H -1.31881 -7.84545 -0.00525
C -2.00488 8.85593 0.21396
C -3.24373 8.67802 1.12364
O -3.85616 7.38746 0.88331
H -1.22908 8.16792 0.54993
H -1.63036 9.87921 0.24075
H -2.25824 8.66043 -0.82801
H -3.94495 9.51049 1.06543
H -2.94141 8.68950 2.17081
H -4.70160 7.37061 1.33778
C 1.56223 2.65331 1.81449
C 1.97669 3.98494 2.53953
O 1.59719 3.88276 3.88616
H 1.78784 2.64427 0.74813
H 0.52263 2.39213 2.01227
H 2.06609 1.78956 2.24824
H 1.47610 4.83137 2.06937
H 3.04312 4.17224 2.41408
H 2.08663 4.47934 4.45726
C -6.91249 0.51441 -1.16660
C -5.59001 0.30858 -1.88229
O -4.77489 -0.54507 -1.09663
H -6.77775 0.90025 -0.15612
H -7.57152 -0.33580 -0.99072
H -7.57143 1.29151 -1.55389
H -5.05351 1.23835 -2.07140
H -5.86245 -0.19486 -2.80989
H -3.94113 -0.07305 -1.03629
C -1.45666 -2.36262 3.72485
C -0.04413 -2.86048 4.03412
O -0.17345 -4.28380 4.19770
H -1.62042 -1.28614 3.77486
H -2.23634 -2.81532 4.33742
H -1.64853 -2.67769 2.69917
H 0.35183 -2.38115 4.92941
H 0.61433 -2.49200 3.24752
H -0.24096 -4.47666 5.13570

Values from the calculation:
Gap between HOMO and LUMO in eV: 8.680
E in eV: -105432.9498
2S+1: 1
Total charge: 0
SMILES: COCCNCCOC.COCCNCCOC.COCCNCCOC.COCCNCCOC.COCCNCCOC.COCCNCCOC.COCCNCCOC.CCO.CCO.CCO.CCO.CCO

Atom charges from the Löwdin analysis, given in e for atoms 1 to 99: -0.061, -0.240, -0.211, -0.225, -0.048, -0.188, -0.234, -0.166, -0.128, 0.091, 0.082, 0.078, 0.105, 0.125, 0.108, 0.115, 0.094, 0.096, 0.120, 0.112, 0.122, 0.080, 0.091, 0.085, -0.101, -0.215, -0.211, -0.164, -0.061, -0.208, -0.197, -0.223, -0.092, 0.066, 0.080, 0.088, 0.096, 0.108, 0.111, 0.110, 0.093, 0.113, 0.115, 0.119, 0.113, 0.086, 0.083, 0.079, -0.122, -0.192, -0.206, -0.188, -0.057, -0.183, -0.201, -0.199, -0.110, 0.092, 0.077, 0.084, 0.117, 0.102, 0.118, 0.098, 0.097, 0.119, 0.103, 0.113, 0.102, 0.088, 0.082, 0.076, -0.107, -0.201, -0.222, -0.189, -0.050, -0.143, -0.177, -0.180, -0.089, 0.086, 0.083, 0.088, 0.118, 0.113, 0.100, 0.094, 0.098, 0.094, 0.083, 0.117, 0.080, 0.072, 0.068, 0.097, -0.083, -0.227, -0.209

---

(2)
Here is a structure of composition C13H43N3O11V in a non-equilibrium geometry from OMol25. Energies are from ωB97M-V/def2-TZVPD.

Geometry (Å):
V 2.06218 -0.94201 -0.32913
C 0.96893 0.71542 -0.64264
O 2.20037 0.81675 -0.73027
O 0.82898 -0.21025 -1.41582
O 0.80079 0.01834 0.36447
O 0.99105 -2.05943 -0.27361
H 0.13918 -1.76183 0.04574
H 0.84096 -2.96313 -0.55116
O 2.39414 -1.35220 -1.78241
H 3.13779 -1.53695 -2.35604
H 1.66476 -1.18837 -2.38025
O 3.58896 -0.52995 -0.13759
H 4.28660 -0.63174 -0.78505
H 4.01100 -0.09561 0.60367
O 2.36314 -0.86455 1.27870
H 1.89312 -0.28553 1.87874
H 2.88529 -1.42861 1.84917
O 3.28217 2.20516 -1.62396
H 3.19729 1.76947 -2.47202
H 2.72797 1.69342 -1.03471
C -0.00174 -1.48718 2.77381
C 0.34543 -0.08042 3.17701
C 0.98969 -0.03714 4.53351
O 0.08752 -0.33372 5.57757
C 0.73886 -0.08827 6.85830
N 1.25584 0.53882 2.22130
H 0.86467 -2.13578 2.90329
H -0.25291 -1.69848 1.73440
H -0.79680 -1.83745 3.43203
H -0.57295 0.50661 3.18504
H 1.36668 0.98232 4.61518
H 1.95501 -0.51149 4.71027
H 1.35424 -0.96615 7.05511
H -0.04825 0.17854 7.56357
H 1.28098 0.85728 6.84624
H 1.49353 1.47844 2.50541
H 0.75313 0.57884 1.34621
C -0.44232 -2.27564 -2.36979
C -0.24941 -1.14679 -3.43249
C -1.31704 -0.00555 -3.32072
O -1.75681 0.37709 -4.60042
C -2.54024 1.46370 -4.71466
N 1.14462 -0.69497 -3.29528
H -0.46611 -1.88632 -1.35197
H 0.39075 -2.97846 -2.38166
H -1.34980 -2.83261 -2.60298
H -0.37142 -1.67794 -4.37646
H -1.00977 0.83281 -2.69555
H -2.17675 -0.38185 -2.76627
H -2.61591 1.75030 -5.76359
H -2.19198 2.30484 -4.11525
H -3.40015 1.16150 -4.11689
H 1.29003 0.15699 -3.81788
H 1.03922 -0.33632 -2.35702
C -1.23259 2.33446 0.93602
C -1.99588 1.02510 0.81828
C -2.45189 0.76190 -0.61486
O -3.57630 1.46738 -0.98756
C -4.27048 0.92285 -2.17812
N -1.05185 0.05687 1.31035
H -0.66743 2.34901 1.86794
H -1.93541 3.16756 0.94505
H -0.51432 2.50054 0.13314
H -2.80177 1.07084 1.55078
H -2.58991 -0.31924 -0.62845
H -1.61713 1.06460 -1.24703
H -4.96604 0.16073 -1.82672
H -3.54423 0.57062 -2.91064
H -4.79801 1.64023 -2.80675
H -0.88682 0.18395 2.29863
H -0.15444 -0.10133 0.87476

Values from the calculation:
⟨S²⟩: 2.006
Gap between HOMO and LUMO (spin up / spin down) in eV: 6.705 / 6.656
E in eV: -66810.3619
2S+1: 3
Total charge: +1

For each atom in turn, the Löwdin charge in e is: 0.873, -0.590, 0.023, -0.018, -0.122, -0.050, 0.120, 0.169, -0.029, 0.188, -0.145, -0.004, 0.174, 0.188, -0.061, -0.185, 0.171, -0.021, 0.024, -0.245, -0.010, -0.343, -0.211, -0.160, -0.058, 0.162, 0.098, 0.068, 0.128, 0.145, 0.121, 0.132, 0.096, 0.094, 0.084, 0.169, -0.075, 0.004, -0.228, -0.163, -0.151, -0.128, 0.108, 0.065, 0.094, 0.111, 0.148, 0.112, 0.092, 0.114, 0.106, 0.038, 0.154, -0.254, -0.031, -0.331, -0.238, -0.129, -0.041, 0.000, 0.077, 0.092, 0.080, 0.152, 0.130, 0.085, 0.105, 0.015, 0.100, -0.018, -0.165

---

(3)
Here is a structure of composition C5H7O4Pd in a non-equilibrium geometry from OMol25. Energies are from ωB97M-V/def2-TZVPD.

Geometry (Å):
O -1.41079 1.63408 -0.19609
Pd -0.05703 0.79826 -0.26224
C -2.54264 0.80231 -0.12985
C -2.14849 -0.56484 0.34098
H -3.28666 1.23339 0.56792
H -3.03851 0.72988 -1.11673
H -1.39544 -0.64673 1.13139
H -2.56421 -1.45481 -0.14055
C 0.90445 -1.94356 -1.01439
C 0.99155 -0.63680 -0.71216
H 0.09316 -2.26965 -1.66870
H 1.70576 -2.66344 -0.81454
O 2.23185 -0.32656 -0.02495
C 2.27791 0.82092 0.58439
O 1.32612 1.59522 0.72102
O 3.45151 1.02399 1.13181
H 3.46146 1.86834 1.60268

Values from the calculation:
⟨S²⟩: 3.759
Gap between HOMO and LUMO (spin up / spin down) in eV: 7.170 / 7.340
E in eV: -16958.5479
2S+1: 4
Total charge: 0

For each atom in turn, the natural (NBO) charge in e is: -0.568, 0.882, -0.197, -0.346, 0.209, 0.182, 0.185, 0.194, -0.540, -0.107, 0.210, 0.203, -0.487, 0.995, -0.688, -0.634, 0.507